Density functional theory data (wB97M-V/def2-TZVPD) for a structure of composition C25H24MoN6S5Sb.

```
! wB97M-V def2-TZVPD RIJCOSX def2/J DEFGRID3
* xyz 3 3
Mo 0.823 -1.092 0.287
C -1.424 -4.883 -0.538
C -0.386 -4.002 -0.236
N -0.604 -2.693 -0.151
C -1.862 -2.247 -0.381
C -2.873 -3.147 -0.673
N -2.657 -4.457 -0.746
C -2.051 -0.779 -0.311
C -3.243 -0.129 -0.525
C -3.306 1.271 -0.451
C -2.121 1.969 -0.161
C -0.953 1.278 0.043
N -0.922 -0.076 -0.030
C 0.357 1.891 0.360
C 0.571 3.258 0.471
N 1.766 3.768 0.739
C 2.765 2.916 0.913
C 2.578 1.542 0.813
N 1.380 1.028 0.536
C -4.570 1.983 -0.667
C -4.585 3.255 -1.237
C -5.808 3.879 -1.430
N -6.966 3.332 -1.075
C -6.951 2.126 -0.520
C -5.785 1.405 -0.304
H -1.238 -5.948 -0.605
H 0.623 -4.357 -0.067
H -3.889 -2.818 -0.852
H -4.134 -0.686 -0.774
H -2.150 3.044 -0.071
H -0.237 3.968 0.343
H 3.741 3.326 1.145
H 3.395 0.848 0.962
H -3.679 3.745 -1.571
H -5.859 4.860 -1.888
H -7.911 1.715 -0.232
H -5.840 0.438 0.179
C 0.768 -2.107 4.298
Sb 2.056 -2.099 2.618
C 3.755 -1.043 3.310
C 2.718 -4.105 2.466
H 1.298 -2.586 5.120
H -0.138 -2.666 4.076
H 0.516 -1.085 4.574
H 4.149 -1.577 4.174
H 3.474 -0.036 3.612
H 4.522 -1.003 2.539
H 3.362 -4.316 3.317
H 3.275 -4.259 1.544
H 1.857 -4.771 2.497
C 2.220 2.616 -4.215
S 1.763 1.204 -3.188
C 3.276 0.621 -2.653
C 3.374 -0.541 -1.872
S 2.013 -1.625 -1.516
S 4.939 -1.017 -1.433
C 5.810 0.299 -2.173
S 7.409 0.489 -2.069
S 4.755 1.392 -3.042
H 1.283 3.000 -4.613
H 2.850 2.293 -5.042
H 2.703 3.392 -3.622
*
```

Summary:
lowest unoccupied orbital energy (alpha / beta): -10.29 / -11.23 eV
<S²>: 2.055


Density functional theory data (wB97M-V/def2-TZVPD) for a cluster of 10 separate species, C37H55N5O7 in total in a non-equilibrium geometry.

```
! wB97M-V def2-TZVPD RIJCOSX def2/J DEFGRID3
* xyz 1 2
O -1.638 -0.626 1.311
C -0.655 0.047 1.089
O 0.567 -0.260 1.591
C 1.499 0.748 1.160
C 0.987 1.244 -0.160
C -0.596 1.154 0.030
H 2.509 0.384 0.974
H 1.484 1.608 1.830
H 1.254 0.506 -0.916
H 1.433 2.183 -0.488
H -1.029 0.652 -0.835
H -1.082 2.000 0.515
O -2.782 0.428 -2.751
C -3.833 -0.073 -3.127
O -4.269 0.007 -4.451
C -5.536 -0.684 -4.695
C -5.837 -1.322 -3.370
C -4.998 -0.526 -2.338
H -5.650 -1.415 -5.495
H -6.330 0.063 -4.708
H -5.476 -2.346 -3.458
H -6.868 -1.534 -3.083
H -4.676 -1.104 -1.472
H -5.480 0.391 -1.998
N -1.430 -4.939 3.677
C -2.320 -4.790 4.679
C -2.922 -3.526 4.569
C -2.230 -2.811 3.621
C -1.291 -3.668 3.149
H -0.957 -5.790 3.409
H -2.648 -5.594 5.322
H -3.759 -3.109 5.110
H -2.468 -1.826 3.248
H -0.513 -3.560 2.408
N -2.438 -3.215 -0.033
C -2.063 -3.085 -1.399
C -2.842 -3.966 -2.111
C -3.572 -4.772 -1.235
C -3.332 -4.243 0.038
H -2.159 -2.587 0.707
H -1.347 -2.359 -1.754
H -2.951 -4.037 -3.183
H -4.268 -5.508 -1.612
H -3.830 -4.340 0.992
N 2.238 2.058 5.782
C 1.719 1.380 4.646
C 0.335 1.043 4.850
C 0.091 1.452 6.183
C 1.228 2.084 6.740
H 3.134 2.522 5.829
H 2.377 1.201 3.808
H -0.273 0.558 4.100
H -0.848 1.313 6.699
H 1.185 2.401 7.772
N -3.655 5.188 -0.308
C -4.412 5.475 -1.461
C -4.131 4.739 -2.537
C -3.124 3.905 -2.058
C -2.702 4.300 -0.775
H -3.802 5.602 0.601
H -5.162 6.250 -1.396
H -4.542 4.631 -3.530
H -2.642 3.172 -2.688
H -1.951 3.841 -0.150
N 2.678 -2.424 2.517
C 3.048 -3.480 1.693
C 4.431 -3.761 1.828
C 4.820 -2.924 2.877
C 3.798 -2.040 3.183
H 1.792 -1.986 2.727
H 2.222 -3.947 1.177
H 4.917 -4.614 1.379
H 5.751 -2.978 3.422
H 3.700 -1.241 3.903
C 0.118 -0.870 -3.972
C 1.091 -1.996 -3.998
O 0.756 -3.105 -3.643
C 2.429 -1.829 -4.541
H 0.383 -0.069 -4.663
H -0.038 -0.463 -2.973
H -0.842 -1.178 -4.386
H 3.255 -1.891 -3.833
H 2.517 -0.841 -4.992
H 2.566 -2.497 -5.392
C 6.032 3.747 2.635
C 4.852 2.860 2.451
O 3.713 3.360 2.259
C 5.181 1.338 2.621
H 6.662 3.738 1.746
H 6.374 3.427 3.620
H 5.865 4.822 2.697
H 4.553 0.685 2.015
H 4.875 1.294 3.666
H 6.266 1.244 2.566
C 2.112 2.457 -3.583
C 2.329 2.948 -5.002
O 1.544 2.751 -5.938
C 3.566 3.768 -5.283
H 2.737 2.982 -2.861
H 2.451 1.421 -3.602
H 1.078 2.550 -3.250
H 3.840 3.795 -6.337
H 4.447 3.319 -4.824
H 3.410 4.718 -4.773
*
```

Summary:
lowest unoccupied orbital energy (alpha / beta): -3.68 / -7.56 eV
<S²>: 0.764


Density functional theory data (wB97M-V/def2-TZVPD) for the ion C24H41BrClF10NO6PS2 with charge +1.

```
! wB97M-V def2-TZVPD RIJCOSX def2/J DEFGRID3
* xyz 1 1
C -1.566 -2.715 5.603
C -0.206 -3.089 5.012
C -0.253 -3.272 3.481
C 0.800 -2.454 2.723
C 0.431 -2.248 1.246
C 1.180 -1.137 0.485
C 0.772 0.348 0.586
C 0.968 0.965 1.986
C 2.371 1.309 2.522
C 3.374 0.168 2.686
O 2.154 1.978 3.764
N -0.698 0.639 0.191
C -1.692 0.274 1.254
C -2.160 1.457 2.084
O -2.521 1.406 3.192
F -2.137 2.623 1.365
C -1.177 0.291 -1.249
C -2.446 1.119 -1.464
C -1.488 -1.221 -1.355
C -2.575 -1.639 -2.358
C -3.935 -1.946 -1.722
F -4.035 -1.377 -0.488
F -4.046 -3.268 -1.543
C -5.117 -1.471 -2.627
F -5.075 -2.232 -3.716
F -4.870 -0.205 -2.992
S -6.887 -1.491 -1.903
F -7.336 -0.440 -2.990
F -6.449 -0.304 -0.928
F -6.468 -2.554 -0.804
F -7.334 -2.660 -2.851
F -8.319 -1.442 -1.287
C -0.072 0.791 -2.266
Cl 0.003 -0.308 -3.672
P -0.340 2.652 -2.892
O 1.056 2.789 -3.690
Br -1.755 2.384 -4.591
O 1.249 0.747 -1.783
C 1.586 1.136 -0.480
S 1.462 3.015 -0.351
O 2.901 0.820 -0.274
C 3.813 0.710 -1.379
C 4.171 2.050 -2.013
O 5.405 1.868 -2.660
C 6.295 2.978 -2.626
C 6.078 3.935 -3.788
H -2.356 -3.363 5.218
H -1.562 -2.799 6.691
H -1.826 -1.680 5.365
H 0.513 -2.303 5.265
H 0.159 -3.998 5.492
H -1.253 -2.999 3.122
H -0.111 -4.330 3.248
H 0.946 -1.505 3.242
H 1.759 -2.977 2.773
H -0.651 -2.179 1.181
H 0.674 -3.176 0.719
H 1.204 -1.396 -0.575
H 2.223 -1.173 0.793
H 0.491 0.334 2.738
H 0.431 1.920 2.016
H 2.815 2.085 1.902
H 2.917 -0.809 2.831
H 4.040 0.104 1.825
H 3.987 0.396 3.558
H 1.712 1.387 4.385
H -0.711 1.665 0.180
H -2.569 -0.184 0.800
H -1.285 -0.444 1.955
H -3.294 0.703 -0.924
H -2.326 2.156 -1.144
H -2.715 1.118 -2.517
H -0.579 -1.751 -1.621
H -1.766 -1.608 -0.384
H -2.683 -0.949 -3.191
H -2.258 -2.579 -2.812
H 1.228 2.076 -4.324
H 0.322 3.178 0.338
H 3.446 -0.009 -2.111
H 4.727 0.303 -0.948
H 4.241 2.810 -1.223
H 3.411 2.368 -2.734
H 7.301 2.559 -2.662
H 6.199 3.506 -1.670
H 6.542 3.562 -4.701
H 5.016 4.102 -3.973
H 6.534 4.902 -3.562
*
```

Summary:
SMILES string: CCCCCC[C@]1(C[C@H](C)O)[N@H+](CC(=O)F)[C@](C)(CCC(F)(F)C(F)(F)S(F)(F)(F)(F)F)[C@@](Cl)(P(O)Br)O[C@]1(S)OCCOCC
lowest unoccupied orbital energy: -2.50 eV


| no. | DFT total energy (Ha) |
| --- | --- |
| 1 | -3594.01172 |
| 2 | -2242.85747 |
| 3 | -6615.58228 |